No. 1
A cluster of 25 separate species, C50H150O25 in total in a non-equilibrium geometry, computed with ωB97M-V with the def2-TZVPD basis set.

Cartesian coordinates (Å):
H  -1.001817  1.970519  6.270706
H  -4.938567  -5.112954  -5.558441
H  -3.197534  -0.774488  -6.523518
H  1.441580  -3.658100  1.626887
H  3.536413  -2.771771  0.275109
C  1.471527  1.126760  -4.342710
H  2.121894  6.449689  3.605419
O  4.988026  -3.574333  -2.363155
C  -6.509813  -1.612115  0.014261
C  5.888836  -0.730317  0.154320
H  0.272579  -3.795856  -7.526419
O  -0.659800  1.618316  -9.896149
H  -2.353471  -2.332809  -6.784279
H  4.600935  -5.359183  0.535266
H  2.247508  -5.227651  1.557811
H  4.299602  -1.654126  5.415828
H  -0.422309  3.483649  -3.820696
H  -1.316803  -3.380560  -0.737408
H  -7.417807  -1.043643  0.202416
C  -1.080352  0.608071  -8.957013
H  6.998130  1.081159  0.366098
H  -5.911953  -1.656197  0.931481
C  2.666618  0.437400  -4.978019
H  -2.734739  1.371747  -6.423545
C  0.408099  -0.498584  -0.156381
H  2.350532  -3.980988  -1.956706
C  -4.878874  -3.600891  3.369721
H  2.057470  5.392307  5.955940
H  -3.593536  0.024994  0.803071
H  -1.337071  0.510039  -0.827702
C  5.980705  0.757757  0.071476
H  0.351964  -4.308146  -5.183806
H  -3.827626  -4.028542  -3.730752
H  -2.299246  3.067779  -6.638593
H  -2.547983  -4.542672  -1.305141
H  -3.617018  4.515089  -1.071836
H  -2.475063  -4.414634  4.252344
C  -1.109449  5.162264  -2.679844
H  7.202888  3.280391  4.834772
C  3.323766  3.594729  -0.788025
H  -4.380323  -2.649698  3.616928
H  -2.332752  -5.785446  0.760752
H  6.914769  -0.320789  6.068591
O  0.177393  5.323166  -4.738048
H  4.433961  4.392404  -2.484756
C  -1.488465  -5.171926  0.449845
C  -3.085171  0.115820  1.780328
H  6.950497  -1.386901  3.922985
H  -0.125634  -1.026767  0.645292
H  5.213238  1.651247  5.365811
H  -2.231952  2.678484  -0.938436
H  -4.444060  -5.745106  -2.164242
H  0.059600  0.407634  -1.929563
O  2.199789  3.506828  5.294132
H  -1.022688  -4.759871  1.349973
H  0.250472  0.935806  8.400197
H  -0.976593  -0.994910  -1.718280
H  2.341164  1.207202  3.367098
C  -1.496636  -2.828923  4.816512
C  -4.025866  3.503608  -0.912758
O  -3.072189  -3.371959  0.371853
H  -1.826651  -0.867005  5.616530
O  -4.871010  1.333052  2.854851
C  1.312785  -0.750445  3.406100
C  1.824964  0.669874  6.994712
H  -6.177456  -5.364110  -2.273407
O  -0.664169  2.912909  0.208900
H  -2.598427  3.095078  3.869453
H  6.066335  4.608463  4.750726
C  -3.472187  2.643514  -4.849511
H  2.597992  -0.080191  6.783815
H  1.193253  -1.160212  -0.546450
C  -2.980045  -1.761986  -6.098107
H  0.831226  4.407406  -2.946386
H  -0.797458  -5.809142  -0.104249
C  -2.085779  -4.095316  -0.410320
H  3.260618  -0.160899  4.025968
H  -4.120388  -1.417285  -2.151883
H  2.953210  -0.442847  -4.385532
H  -5.700062  -3.384448  2.666547
H  3.016450  2.993880  5.266508
H  -0.492371  -2.826288  5.267143
H  2.197787  4.772005  2.974258
H  -0.467769  -0.066518  -6.998650
H  -5.532763  -3.575426  -3.978617
H  1.783588  0.462401  0.894458
C  -1.114344  2.594050  5.365478
H  -6.803866  -2.625684  -0.280093
C  2.154429  -4.258075  1.054921
O  -3.883660  -4.497102  2.821520
H  0.577868  0.501821  -4.373591
H  0.452420  -0.457321  2.805621
C  6.020736  -1.004145  4.376669
H  -6.273009  -3.649678  4.995943
H  -5.810284  1.185083  2.682795
H  -4.673760  -4.333798  5.375744
H  -2.134267  4.995726  -3.013252
H  -3.170260  3.569585  -4.341205
O  4.686590  2.319647  4.910167
H  5.728693  -2.651689  5.688454
H  2.767500  2.708286  -0.459728
H  4.178940  -2.325589  -3.703895
H  -4.450115  2.839449  -5.319632
H  -0.605092  2.068044  4.540567
O  -3.245209  -1.136570  -3.745307
O  6.330336  0.032051  5.390863
C  -5.349063  3.300892  -1.633240
H  -2.284482  -2.226415  6.667948
H  6.567782  -1.301318  -0.473364
H  0.461155  -2.131039  -6.944410
H  0.854376  0.286855  -8.145347
C  -4.087540  0.105580  2.884307
H  1.633746  1.486516  -3.325105
H  -3.230266  1.930675  5.062952
C  2.530015  0.126176  3.251915
H  5.979551  -1.030264  1.199823
C  1.882591  5.401404  3.814631
H  2.635485  4.446787  -0.816375
H  2.444204  0.107242  -6.005244
H  -3.558760  0.144340  3.842501
C  -2.374779  -1.658475  -4.723756
H  0.438957  3.693345  5.544966
H  0.007019  1.610891  -7.354359
C  -0.122821  0.617878  -7.784347
H  1.603248  -1.766572  3.131462
C  -1.482691  4.563859  1.809019
H  4.027458  -3.393918  1.836004
H  -1.386098  4.978620  2.811928
O  -0.510719  3.847116  5.483672
H  -1.496570  5.372806  1.071214
H  4.565876  4.812664  0.232060
H  5.808856  2.021122  3.112299
H  -5.007381  -4.144919  -1.659665
H  -0.218286  2.794773  2.226443
H  -2.112855  -2.658784  -4.351759
C  5.175448  -2.091375  4.924840
O  0.177717  -3.401643  -5.459350
C  2.575364  -3.495736  -2.915229
H  -0.909364  6.239021  -2.723542
H  1.700423  -2.907090  -3.224696
H  -5.569341  0.118708  -0.891891
H  -1.019575  -0.390965  -9.401283
O  0.896985  0.693172  0.540472
H  1.712054  -4.470312  0.077168
H  4.834684  -2.795048  4.165049
C  3.863927  -2.737600  -2.734507
O  -4.518314  -1.633911  -1.296683
H  2.456340  -4.311658  -6.369888
C  -5.445721  -4.242051  4.608815
H  4.770462  2.707402  -2.048725
O  -1.881014  -4.147184  4.961819
C  2.489835  4.872555  5.088175
H  1.260052  2.004031  -4.960079
O  -4.984489  -5.474141  -4.667189
H  -1.316032  1.735776  -10.587240
C  0.985372  0.195205  8.106059
H  1.210738  0.812569  6.105599
H  4.670727  3.367817  3.186006
H  3.254614  3.105603  -2.835108
H  -2.125926  0.795803  -8.663231
H  1.008426  -0.784123  4.454172
C  0.755393  -3.163714  -6.769779
H  4.576133  0.917497  -4.754839
H  0.826935  -1.698771  7.496955
H  -0.082303  2.134482  0.202736
C  -5.756299  -0.935007  -1.112308
C  -4.867015  -4.414047  -3.729991
H  7.099446  4.217022  3.335407
H  -5.258302  3.383639  -2.716182
C  -2.430746  2.275754  -5.894190
H  1.664683  0.013616  8.953404
C  2.265945  -3.304623  -6.762452
H  0.806264  5.299574  3.905386
C  -0.371282  3.571124  1.448991
H  3.731963  -1.878036  -2.035352
H  -5.826713  -5.234781  4.357431
H  2.775982  -3.193917  -7.721652
C  -0.543634  -0.135631  -1.195704
H  5.035416  2.349197  0.892082
H  4.794068  -4.014007  -1.521742
H  2.662840  -2.596738  -6.037205
H  -6.115931  3.980021  -1.264245
H  -6.320657  -0.982624  -2.050726
H  5.806689  1.098327  -0.953523
H  3.825730  0.418713  1.748032
O  4.416582  -4.507112  0.129638
H  -1.364244  -2.534964  3.757495
H  -4.189437  3.359824  0.158616
H  2.300567  1.618242  7.241091
H  -3.577830  -2.780070  -0.206766
H  -4.691113  -0.808764  2.863325
O  4.329769  3.884880  0.255434
H  -1.433214  -1.071857  -4.757412
C  -2.270337  -1.864153  5.641613
O  4.998279  1.378668  0.973900
H  2.770305  -4.305803  -3.623062
O  3.055541  -0.154855  1.932204
H  -3.439702  -0.207679  -3.949801
H  -1.473635  2.103454  -5.390438
C  3.552929  -3.677842  0.879259
O  -3.087595  2.476248  -1.351901
C  -0.091602  4.511246  -3.544144
C  5.451811  2.834533  3.746991
C  6.514233  3.803472  4.165496
H  -3.296876  -1.784664  5.288339
H  -5.658419  2.281616  -1.405608
H  -2.440207  -0.768195  1.880870
H  -2.997646  3.616911  5.490047
H  -3.342396  1.884578  -3.009791
O  -3.596784  1.576062  -3.899805
C  -5.176250  -4.957073  -2.373666
H  4.856569  -0.961869  -0.130672
H  0.584750  4.127375  1.357697
H  3.570161  5.020925  5.140194
H  -3.573332  -4.122449  1.982627
H  5.468280  -0.460907  3.606046
H  -3.934140  -2.275411  -5.971954
O  3.789580  1.373007  -5.076722
H  0.933937  4.942761  -5.197354
C  -2.573847  2.788730  4.915157
O  0.210800  -1.005029  7.750658
H  -2.486628  1.029257  1.773890
C  3.990832  3.463879  -2.110197
H  -1.016820  4.818731  -1.644618
H  -2.451022  4.059945  1.761225

Forces on atoms 1 to 2 (eV/Å):
-0.239 0.297 -0.092
0.032 -0.036 0.080

As for the electronic energy: -3875.84027 Eh. Its energy above the lowest of the compared OMol25 structures with the same formula, charge and spin is 33.2 kJ/mol. The LUMO energy is 0.247 eV. The value obtained for the HOMO energy is -9.41 eV. As for the frontier orbital gap: 9.7 eV. As for the net charge: 0.

No. 2
A structure of composition C16H25N4OSTi in a non-equilibrium geometry, computed with ωB97M-V with the def2-TZVPD basis set.

Cartesian coordinates (Å):
H  -2.349317  -13.667241  -2.662685
H  3.375220  -15.986892  -3.350703
C  1.726518  -10.307945  -3.971766
N  -1.680223  -10.001108  -2.333826
H  3.005419  -14.092946  -1.757112
S  1.780227  -18.166450  -4.074317
H  -0.648383  -9.118758  -4.909415
N  -0.400322  -11.198260  -4.789281
C  0.959544  -14.726296  -1.253191
Ti  -0.404687  -11.734050  -2.384194
C  -0.125257  -12.402931  -0.611224
H  -0.730460  -15.892810  -0.557863
H  -3.164777  -10.561650  -3.754976
C  2.213744  -14.840097  -1.931593
O  0.997743  -15.988809  -5.478131
C  -2.308696  -9.849544  -3.660843
H  -2.187981  -14.075201  -5.191375
H  1.116520  -17.758487  -7.464643
N  -1.560802  -13.444062  -3.281596
C  2.474814  -15.911003  -2.748174
H  -2.765400  -8.842979  -3.734822
C  0.977591  -10.830996  -5.200312
C  -1.963319  -13.130647  -4.673941
H  -0.045964  -13.089926  -5.664045
C  -1.310177  -10.006528  -4.840877
C  1.526758  -17.102460  -5.502548
C  -0.888341  -12.434780  -5.481430
N  1.661775  -11.288620  -2.859977
C  0.445460  -13.497485  -0.801309
H  -1.901740  -10.020801  -5.789548
C  0.432490  -16.950037  -2.012821
C  1.965818  -17.749253  -6.761857
H  -1.230498  -9.112821  -2.025624
H  -1.335252  -12.165174  -6.473613
H  -2.391029  -10.215925  -1.614673
H  0.937823  -10.048441  -5.989364
C  1.519883  -16.916364  -2.882360
H  -0.966150  -14.278528  -3.265668
H  2.768456  -10.076401  -4.230969
C  0.157107  -15.877379  -1.190322
H  2.212165  -10.972672  -2.046336
H  1.442074  -11.737178  -5.613833
H  1.283069  -9.340561  -3.621904
H  -0.168933  -17.865089  -1.895942
H  2.138412  -12.148419  -3.146364
H  2.351425  -18.762729  -6.638099
H  2.740423  -17.106602  -7.212318
H  -2.902401  -12.573049  -4.624126

Forces on atoms 1 to 2 (eV/Å):
0.192 0.073 -0.560
0.012 0.157 0.251

As for the electronic energy: -2166.33604 Eh. As for the multiplicity: 3. The LUMO energy (spin up / spin down) is -2.428 / -2.421 eV. As for the expectation value of S²: 2.0082. The value obtained for the HOMO energy (spin up / spin down) is -8.88 / -10.97 eV. As for the frontier orbital gap (spin up / spin down): 6.4 / 8.5 eV. As for the net charge: +1.

> The lowest net charge belongs to which entry?

C50H150O25

> Look up the electronic energy of the second one.

-2166.33604 Eh

> The highest electronic energy belongs to which entry?

C16H25N4OSTi

> The highest electronic energy belongs to which entry?

C16H25N4OSTi